No. 1
{
  "formula": "C21H22N4O6S",
  "method": "ωB97M-V/def2-TZVPD",
  "species": ["C", "C", "N", "C", "C", "C", "C", "C", "N", "C", "C", "C", "C", "C", "C", "O", "N", "C", "C", "C", "C", "O", "O", "C", "O", "O", "S", "C", "C", "C", "O", "N", "H", "H", "H", "H", "H", "H", "H", "H", "H", "H", "H", "H", "H", "H", "H", "H", "H", "H", "H", "H", "H", "H"],
  "positions_angstrom": [[-2.5872, -2.8911, 1.7715], [-1.2663, -2.5872, 1.1648], [-0.2339, -2.3964, 1.8993], [0.9505, -2.0684, 1.2988], [2.0621, -1.7752, 2.0972], [3.2252, -1.3283, 1.5195], [3.3460, -1.1849, 0.1310], [4.5103, -0.4251, -0.4522], [4.0629, 0.9007, -0.9203], [3.8865, 1.0391, -2.3491], [3.0544, 1.4424, -0.1529], [3.1060, 1.7330, 1.1871], [1.8607, 2.0779, 1.7233], [0.8454, 2.0612, 0.8006], [-0.5704, 2.1938, 1.0884], [-0.9860, 2.5222, 2.2090], [-1.4053, 1.8617, 0.0873], [-2.8552, 1.9132, 0.1947], [-3.4927, 1.9844, -1.2002], [-3.5961, 0.6769, -1.9925], [-2.2830, 0.0178, -2.3377], [-1.1964, 0.5494, -2.2666], [-2.4368, -1.2321, -2.7273], [-3.3283, 0.7502, 1.0981], [-3.9972, -0.1777, 0.7146], [-2.9274, 0.8415, 2.3441], [1.4351, 1.6356, -0.7782], [2.2861, -1.5631, -0.6702], [1.0853, -1.9901, -0.1012], [-0.0754, -2.2671, -0.9288], [-0.0976, -2.2695, -2.1550], [-1.2215, -2.5201, -0.2066], [-2.9924, -3.8161, 1.3648], [-2.4768, -2.9782, 2.8470], [-3.2875, -2.0844, 1.5489], [1.9613, -1.8645, 3.1666], [4.0633, -1.0624, 2.1473], [5.2838, -0.2797, 0.3078], [4.9496, -0.9501, -1.3011], [3.0138, 0.4928, -2.7273], [3.7518, 2.0953, -2.5802], [4.7825, 0.6832, -2.8543], [4.0153, 1.6928, 1.7578], [1.6867, 2.3178, 2.7565], [-1.0432, 1.5406, -0.8089], [-3.1113, 2.8382, 0.7373], [-2.9216, 2.7141, -1.7796], [-4.5074, 2.3680, -1.0804], [-4.1060, 0.8809, -2.9377], [-4.1991, -0.0489, -1.4473], [-1.5401, -1.6753, -2.8147], [-2.2614, 1.5913, 2.4848], [2.3374, -1.4971, -1.7466], [-2.0803, -2.6586, -0.7303]],
  "forces_ev_per_a": [[-0.1795, 0.0331, -0.0012], [0.1032, -0.0115, 0.2211], [-0.3637, -0.1419, 0.5826], [0.3115, 0.1153, -0.6870], [0.0319, -0.0064, -0.0661], [-0.1351, -0.1990, -0.0560], [0.0142, -0.3366, -0.1630], [-0.0270, -0.1115, 0.2257], [0.2412, 0.1229, -0.1967], [0.0406, 0.0736, -0.1110], [-0.5203, 0.5698, 0.2389], [0.2059, 0.1016, -0.3915], [-0.6348, 0.0247, -0.2251], [0.7925, -0.0571, -0.0974], [-0.4040, 0.0112, -0.0495], [0.0340, 0.1337, 0.1600], [0.0547, 0.1199, -0.0232], [-0.0777, 0.2245, 0.2237], [0.0761, -0.3162, 0.0915], [-0.0363, -0.0023, 0.0577], [-0.3392, 0.1503, 0.0989], [0.2485, 0.1488, -0.1551], [0.0289, -0.5716, -0.2818], [0.0921, 0.4114, -0.3195], [-0.2174, -0.1125, -0.0374], [0.2218, 0.0516, 0.5622], [0.3937, 0.0637, 0.4703], [0.0843, -0.1202, 0.1103], [0.1339, 0.0024, 0.3611], [-0.1414, -0.0753, 0.0971], [0.1830, -0.0818, -0.2645], [-0.0871, 0.0239, -0.1557], [-0.0440, -0.1144, -0.0232], [0.0434, -0.0229, 0.0010], [-0.0364, -0.0110, 0.0115], [-0.0332, -0.0075, 0.1321], [0.0852, 0.0730, 0.0731], [-0.0031, -0.1520, -0.0783], [0.0410, 0.0525, 0.0365], [-0.0185, -0.0747, -0.0915], [0.0221, -0.0121, -0.0909], [-0.0412, -0.0027, -0.0540], [0.2102, -0.0605, 0.0826], [-0.0906, 0.0159, 0.1917], [-0.1136, -0.0496, 0.1038], [0.0576, -0.1968, -0.1301], [-0.0833, 0.0677, 0.0689], [0.0549, 0.0268, -0.0337], [0.0218, -0.0438, -0.0384], [0.0478, 0.0862, -0.1760], [-0.1887, 0.3270, 0.1538], [-0.2526, -0.2434, -0.2787], [0.0146, 0.0637, -0.1238], [0.1781, 0.0399, 0.0440]],
  "homo_lumo_gap_ev": 8.4,
  "spin_multiplicity": 1,
  "e_tot_ev": -51217.9425,
  "relative_energy_kcal_mol": 0.0,
  "smiles": "Cc1nc2ccc(CN(C)c3ccc(C(=O)N[C@@H](CCC(=O)O)C(=O)O)s3)cc2c(=O)[nH]1",
  "charge": 0
}

=====

No. 2
{
  "formula": "C7H24B2N5O5",
  "method": "ωB97M-V/def2-TZVPD",
  "species": ["N", "B", "O", "N", "N", "C", "B", "O", "O", "H", "H", "H", "H", "H", "H", "H", "H", "H", "H", "C", "O", "N", "C", "C", "H", "H", "H", "H", "H", "H", "H", "C", "O", "N", "C", "C", "H", "H", "H", "H", "H", "H", "H"],
  "positions_angstrom": [[-1.8560, 1.1665, -0.4366], [-1.7174, 2.5482, -0.3070], [-2.5982, 3.4779, 0.1171], [-0.3767, 3.2276, -0.7295], [-0.2595, 3.0203, -2.1617], [0.7928, 2.8144, 0.1003], [0.7208, 3.5776, 1.5178], [0.6186, 4.9415, 1.4367], [0.7421, 2.8808, 2.6599], [-1.0482, 0.5655, -0.5228], [-2.5408, 0.6974, 0.1422], [-3.5088, 3.1917, 0.2491], [-0.5235, 4.2344, -0.6134], [0.4829, 3.6328, -2.4918], [0.0519, 2.0634, -2.3001], [0.7701, 1.7326, 0.2276], [1.7017, 3.0675, -0.4502], [-0.0453, 5.3806, 1.9791], [1.1364, 1.9999, 2.5213], [2.7410, -0.2526, 2.2052], [2.5057, 0.9173, 1.9046], [1.8032, -1.1961, 2.2953], [2.1058, -2.5587, 2.6975], [0.4330, -0.8436, 1.9612], [3.7597, -0.5998, 2.4184], [1.8392, -3.2613, 1.9074], [1.5547, -2.8231, 3.5999], [3.1711, -2.6454, 2.9015], [0.3822, -0.5142, 0.9217], [0.0700, -0.0383, 2.6026], [-0.2111, -1.7099, 2.0716], [-1.2603, -2.1442, -1.3537], [-1.4110, -2.3524, -0.1608], [-1.0740, -3.0992, -2.2757], [-0.9110, -2.8025, -3.6839], [-1.0451, -4.4868, -1.8329], [-1.2738, -1.1305, -1.7965], [-1.6983, -3.2724, -4.2747], [0.0541, -3.1573, -4.0486], [-0.9659, -1.7253, -3.8356], [-1.9828, -4.7537, -1.3467], [-0.2386, -4.6448, -1.1173], [-0.8907, -5.1258, -2.6985]],
  "forces_ev_per_a": [[0.2889, -0.0164, 0.6753], [-0.0530, 0.2378, -0.0992], [-0.0607, -0.0783, -0.1238], [-0.1080, -0.1901, -0.3242], [0.0597, 0.1035, 0.0645], [0.3244, -0.0083, 0.0628], [0.2847, -0.0927, 0.0920], [-0.8501, -0.0905, -0.5880], [-0.0625, 0.2574, 0.1229], [-0.0545, 0.0496, -0.1249], [-0.1822, -0.0496, -0.2908], [0.0405, 0.0182, 0.1185], [0.0430, -0.0293, 0.0889], [0.0038, -0.0558, -0.0142], [-0.0282, 0.0141, -0.0104], [0.0252, 0.0410, -0.0873], [-0.0227, 0.0818, 0.0489], [0.4209, 0.0275, 0.4173], [0.1278, -0.1790, 0.0502], [-0.0524, -0.0333, 0.0639], [-0.1525, 0.0364, -0.0759], [-0.0391, -0.0178, 0.0042], [0.0190, -0.0332, -0.0237], [0.0533, 0.0329, 0.0630], [0.0000, 0.0143, 0.0216], [0.0019, 0.0118, -0.0082], [0.0085, 0.0177, 0.0101], [-0.0085, -0.0088, 0.0007], [-0.0331, -0.0425, 0.0185], [-0.0084, -0.0280, 0.0243], [0.0309, -0.0229, -0.0322], [-0.0287, -0.2594, -0.2773], [0.0398, 0.3274, 0.0475], [0.0240, -0.0167, 0.1332], [-0.0090, 0.0307, -0.0373], [-0.0177, -0.0045, -0.0155], [-0.0237, -0.0463, -0.0076], [-0.0099, 0.0040, 0.0157], [0.0058, 0.0069, 0.0162], [0.0004, -0.0075, -0.0129], [-0.0068, 0.0031, -0.0115], [0.0107, 0.0030, -0.0117], [-0.0017, -0.0079, 0.0162]],
  "homo_lumo_gap_ev": 9.5,
  "spin_multiplicity": 1,
  "e_tot_ev": -26688.8166,
  "relative_energy_kcal_mol": 0.0,
  "charge": 1
}

=====

No. 3
{
  "formula": "C33H49N8O",
  "method": "ωB97M-V/def2-TZVPD",
  "species": ["N", "C", "O", "C", "C", "N", "C", "C", "C", "C", "C", "C", "C", "C", "C", "N", "C", "H", "H", "H", "H", "H", "H", "H", "H", "H", "H", "H", "H", "H", "H", "C", "C", "C", "C", "N", "H", "H", "H", "H", "H", "H", "H", "C", "C", "C", "C", "N", "H", "H", "H", "H", "H", "H", "H", "C", "C", "C", "C", "N", "H", "H", "H", "H", "H", "H", "H", "C", "C", "C", "C", "N", "H", "H", "H", "H", "H", "H", "H", "C", "C", "C", "C", "N", "H", "H", "H", "H", "H", "H", "H"],
  "positions_angstrom": [[1.9980, -2.0186, 2.5167], [2.9383, -0.9489, 2.5957], [4.0211, -1.0328, 2.0792], [2.5652, 0.2964, 3.3775], [2.2334, 1.4753, 2.4652], [1.1167, 1.0749, 1.5610], [1.3198, 0.9830, 0.2565], [0.2330, 0.6039, -0.5964], [-1.0120, 0.2096, 0.0309], [-1.1325, 0.3288, 1.3847], [-2.3685, -0.0380, 2.1563], [-3.1762, -1.0215, 1.6290], [-4.3092, -1.4582, 2.3361], [-4.5139, -0.8221, 3.5355], [-3.6477, 0.2238, 3.8891], [-2.5237, 0.6524, 3.2860], [-0.0431, 0.7885, 2.1286], [2.4085, -2.8499, 2.9409], [1.8580, -2.2137, 1.5294], [1.7591, 0.0465, 4.0655], [3.4216, 0.5875, 3.9901], [3.0730, 1.8084, 1.8646], [1.8134, 2.2647, 3.0876], [2.2925, 1.2053, -0.1511], [0.3824, 0.5302, -1.6647], [-1.8392, -0.1713, -0.5486], [-2.9172, -1.4868, 0.6896], [-4.9224, -2.2582, 1.9484], [-5.3327, -1.0962, 4.1853], [-3.8297, 0.6845, 4.8563], [-0.1660, 0.8824, 3.1952], [5.5344, -4.4880, 0.8325], [6.2824, -5.2465, 1.9246], [5.3716, -6.1731, 2.7399], [4.3219, -5.4003, 3.4066], [3.5091, -4.7868, 3.9270], [4.7735, -3.8266, 1.2516], [6.2245, -3.8666, 0.2614], [5.0469, -5.1792, 0.1401], [6.7654, -4.5287, 2.5895], [7.0735, -5.8438, 1.4689], [5.9497, -6.7023, 3.4973], [4.9033, -6.9161, 2.0928], [3.1592, -1.1097, -2.9163], [3.7346, -2.5071, -2.7196], [2.6363, -3.5615, -2.5350], [1.8311, -3.2250, -1.3622], [1.1959, -2.9617, -0.4483], [2.5943, -0.7809, -2.0403], [3.9640, -0.3915, -3.0720], [2.5033, -1.0567, -3.7829], [4.3956, -2.5004, -1.8508], [4.3460, -2.7777, -3.5815], [3.0725, -4.5514, -2.4010], [1.9843, -3.5974, -3.4093], [-2.4153, -0.1287, -5.2709], [-1.4559, -1.1958, -5.7847], [-0.2068, -1.3453, -4.9081], [0.5473, -0.0880, -4.8667], [1.1263, 0.8979, -4.8459], [-1.9535, 0.8600, -5.2754], [-3.3000, -0.0766, -5.9042], [-2.7412, -0.3519, -4.2521], [-1.1601, -0.9489, -6.8053], [-1.9745, -2.1546, -5.8247], [0.4412, -2.1272, -5.3065], [-0.4863, -1.6222, -3.8890], [-6.9885, 4.2805, 2.3190], [-6.3221, 4.0705, 0.9642], [-6.1616, 2.5889, 0.6007], [-5.3254, 1.9063, 1.5910], [-4.6665, 1.3722, 2.3635], [-6.3905, 3.8607, 3.1290], [-7.1091, 5.3440, 2.5223], [-7.9761, 3.8172, 2.3462], [-5.3433, 4.5555, 0.9687], [-6.9185, 4.5590, 0.1921], [-5.6942, 2.4875, -0.3798], [-7.1346, 2.0965, 0.5630], [0.9416, 5.8773, -1.0667], [-0.4708, 5.7334, -1.6228], [-1.3585, 4.8171, -0.7680], [-0.7923, 3.4717, -0.7079], [-0.3399, 2.4187, -0.6605], [1.4676, 4.9205, -1.0526], [1.5247, 6.5574, -1.6852], [0.9252, 6.2747, -0.0502], [-0.4164, 5.3460, -2.6415], [-0.9366, 6.7172, -1.6791], [-2.3607, 4.7517, -1.1934], [-1.4477, 5.2059, 0.2480]],
  "forces_ev_per_a": [[-0.4772, 0.6706, 0.3035], [0.5091, -0.7201, 0.0181], [0.4295, 0.4510, -0.3434], [0.2882, -0.1392, 0.2924], [-0.9391, -0.5985, 0.4768], [0.6320, 0.3116, 0.2975], [-0.4590, -2.2635, -1.6229], [0.0502, -1.5141, 2.5313], [1.7998, -1.1173, -0.7235], [0.1010, -0.1516, 0.5568], [1.7293, 0.6244, -1.1975], [-0.9167, -0.4889, 0.1090], [1.1130, 0.3982, -0.0382], [0.4314, -0.5606, 0.1871], [1.0695, -0.4175, 2.3188], [-1.1484, -2.3286, 0.4885], [-1.1737, -0.0016, 0.1192], [-0.0309, -0.0620, 0.0123], [-0.0810, -0.3022, -0.0823], [-0.1750, 0.2161, -0.1589], [0.0602, -0.0608, -0.1265], [0.0133, -0.0122, 0.0263], [0.3623, 0.2848, -0.1689], [0.0712, 0.0963, 0.1618], [0.1141, -0.1356, 0.1040], [0.0860, 0.1103, -0.2467], [0.0820, -0.0322, 0.0064], [-0.1114, -0.0106, 0.1118], [0.0358, 0.1454, 0.1021], [-0.1735, 0.2067, -0.1326], [0.2770, 0.1044, 0.0586], [-0.0249, 0.0121, 0.0074], [0.0000, 0.1502, -0.2462], [0.1682, 0.2328, -0.0564], [0.3149, -0.4774, -0.1402], [-0.3968, 0.4416, 0.1271], [-0.0030, -0.0142, 0.0152], [0.0013, -0.0151, -0.0140], [0.0023, -0.0023, 0.0023], [0.0066, -0.0667, 0.0660], [-0.0067, -0.0734, 0.0937], [-0.0698, -0.0361, 0.0382], [-0.0443, -0.0089, 0.0279], [0.2137, 0.0143, 0.0248], [0.0116, 0.2737, -0.0665], [0.3263, 0.1812, 0.0859], [0.0914, -0.4537, -0.4772], [-0.2590, 0.2706, 0.4483], [-0.0152, -0.0756, 0.0075], [-0.0382, 0.0384, -0.0399], [0.0797, -0.0499, 0.0126], [-0.0313, -0.1423, 0.0250], [-0.0433, -0.0727, -0.0020], [-0.0974, -0.0405, 0.0553], [-0.0302, -0.0069, 0.0136], [0.0107, 0.0116, -0.0069], [-0.2647, 0.1097, -0.0143], [-0.1101, 0.1028, -0.2226], [-0.3403, -0.5890, 0.0173], [0.2237, 0.5748, 0.0724], [0.0365, -0.0185, 0.0291], [-0.0202, -0.0179, 0.0260], [-0.0128, 0.0089, -0.0031], [0.0837, -0.0633, 0.0091], [0.1058, -0.0569, 0.0138], [0.0617, 0.0141, 0.0504], [0.0431, 0.0090, 0.0239], [0.0293, 0.0202, -0.0046], [-0.1366, 0.1708, 0.1652], [0.0814, 0.2376, 0.1003], [-0.3125, 0.0882, -0.3361], [-1.7631, 2.2385, -1.8566], [-0.0088, -0.0519, -0.0199], [-0.0375, -0.0021, -0.0069], [-0.0027, 0.0031, 0.0178], [0.0249, -0.0569, -0.0772], [0.0417, -0.0742, -0.0776], [-0.0096, -0.0941, 0.0058], [0.0118, -0.0293, 0.0066], [-0.0358, -0.0161, 0.0221], [0.3042, 0.0928, -0.0449], [0.1015, 0.1734, -0.1841], [-0.3812, 0.4341, 0.1921], [-1.1946, 4.2018, -1.4866], [-0.0260, -0.0058, 0.0132], [0.0043, 0.0199, 0.0156], [0.0211, 0.0063, 0.0005], [-0.1087, -0.0230, 0.0051], [-0.1244, -0.0512, 0.0242], [-0.0236, -0.0804, 0.0527], [0.0030, -0.0688, 0.0287]],
  "homo_lumo_gap_ev": 8.3,
  "spin_multiplicity": 1,
  "e_tot_ev": -48974.7676,
  "charge": 1
}